(1)
18
Properties=species:S:1:pos:R:3 method="wB97M-V/def2-TZVPD" homo_ev=-3.797 charge=-1 energy_ha=-347.63160 de_lowest_kcal_mol=11.3
C 2.49 0.91 -0.75
C 2.14 1.82 0.50
O 2.70 1.46 1.54
O 1.41 2.80 0.22
H 1.69 0.81 -1.49
H 2.94 -0.04 -0.46
H 3.21 1.52 -1.32
C -1.45 -1.39 -0.16
C -2.47 -0.23 -0.47
C -0.55 -1.06 1.00
H -2.10 -2.26 0.02
H -0.91 -1.61 -1.08
H -2.32 0.26 -1.43
H -2.38 0.46 0.37
H -1.16 -1.04 1.90
H 0.32 -1.69 1.19
H -3.49 -0.62 -0.41
H -0.07 -0.10 0.82



(2)
93
Properties=species:S:1:pos:R:3 method="wB97M-V/def2-TZVPD" homo_ev="-15.645 / -16.053" s2=0.758 charge=+3 energy_ha=-4050.66871 multiplicity=2 de_lowest_kcal_mol=27.9
Ti 0.40 -0.16 -1.24
N -0.30 1.98 -1.03
C -1.76 1.77 -0.90
C -2.61 2.94 -1.48
C -3.11 2.84 -2.93
C -4.52 2.25 -3.15
N -5.55 2.88 -2.31
C -6.46 2.25 -1.56
N -7.54 2.93 -1.16
N -6.30 1.00 -1.17
C -2.06 0.42 -1.57
O -3.13 -0.14 -1.43
O -1.07 -0.06 -2.27
H 0.04 2.60 -0.31
H -0.12 2.43 -1.92
H -1.99 1.65 0.16
H -1.96 3.82 -1.42
H -3.46 3.14 -0.83
H -2.42 2.25 -3.54
H -3.12 3.84 -3.36
H -4.53 1.18 -3.01
H -4.80 2.43 -4.19
H -5.74 3.84 -2.53
H -7.76 3.85 -1.51
H -8.24 2.49 -0.59
H -5.42 0.51 -1.30
H -7.03 0.52 -0.67
O 1.96 0.18 -0.30
P 2.49 -0.43 1.02
C 1.59 -2.00 1.34
P -0.22 -1.67 1.42
O -0.53 -0.49 0.49
C -1.06 -3.17 0.91
C -2.12 -3.09 0.00
C -2.81 -4.24 -0.35
C -2.46 -5.46 0.22
C -1.42 -5.54 1.13
C -0.72 -4.40 1.48
C -0.64 -1.21 3.10
C -0.38 -2.06 4.17
C -0.75 -1.69 5.45
C -1.39 -0.47 5.66
C -1.65 0.38 4.60
C -1.29 0.01 3.31
C 4.21 -0.84 0.77
C 5.16 -0.74 1.79
C 6.48 -1.07 1.52
C 6.84 -1.50 0.25
C 5.90 -1.59 -0.77
C 4.58 -1.26 -0.51
C 2.20 0.72 2.35
C 2.04 2.06 2.02
C 1.89 3.00 3.03
C 1.92 2.60 4.36
C 2.09 1.26 4.69
C 2.24 0.32 3.69
H 1.96 -2.45 2.27
H 1.81 -2.68 0.52
H -2.40 -2.14 -0.43
H -3.62 -4.19 -1.06
H -3.01 -6.35 -0.04
H -1.15 -6.49 1.57
H 0.09 -4.46 2.20
H 0.11 -3.02 4.01
H -0.56 -2.36 6.27
H -1.68 -0.19 6.66
H -2.15 1.32 4.77
H -1.49 0.66 2.47
H 4.87 -0.39 2.77
H 7.22 -1.00 2.30
H 7.87 -1.75 0.05
H 6.20 -1.92 -1.75
H 3.84 -1.32 -1.30
H 2.05 2.36 0.98
H 1.78 4.05 2.78
H 1.83 3.34 5.14
H 2.14 0.96 5.72
H 2.38 -0.73 3.95
C 3.94 1.75 -3.03
Sb 2.07 0.76 -3.41
C 1.66 1.84 -5.23
C 2.86 -1.01 -4.33
H 4.58 1.57 -3.90
H 4.42 1.36 -2.14
H 3.78 2.82 -2.93
H 2.44 1.56 -5.94
H 1.72 2.91 -5.05
H 0.69 1.58 -5.64
H 3.88 -0.82 -4.66
H 2.25 -1.26 -5.20
H 2.85 -1.84 -3.63
S 0.51 -3.42 -2.56
C 0.64 -2.10 -1.82



(3)
90
Properties=species:S:1:pos:R:3 method="wB97M-V/def2-TZVPD" homo_ev=-8.012 charge=+1 energy_ha=-2084.95398 de_lowest_kcal_mol=0.0
C -2.33 0.94 -1.19
C -2.72 -1.24 -0.40
C -3.51 0.93 -1.94
C -3.99 -1.24 -1.04
C -4.38 -0.16 -1.82
H -3.74 1.79 -2.57
H -4.61 -2.13 -0.93
H -5.33 -0.16 -2.34
N -1.93 -0.11 -0.44
P -0.60 2.68 0.31
P -0.61 -2.75 0.73
C -1.45 2.22 -1.26
H -0.67 2.06 -2.02
H -2.04 3.09 -1.58
C -2.26 -2.43 0.29
H -3.00 -3.21 0.48
C 0.28 -3.59 -0.72
C -0.53 -3.70 2.40
C 1.00 3.73 -0.03
C -1.95 3.51 1.35
C 1.80 -3.33 -0.56
H 2.21 -3.81 0.34
H 2.32 -3.75 -1.44
H 2.03 -2.26 -0.52
C -0.03 -5.09 -0.75
H 0.40 -5.63 0.11
H -1.11 -5.28 -0.79
H 0.43 -5.52 -1.65
C -0.19 -2.94 -2.03
H 0.40 -3.34 -2.87
H -1.25 -3.15 -2.23
H -0.04 -1.85 -2.02
C 0.92 -4.15 2.67
H 1.64 -3.31 2.65
H 0.97 -4.59 3.68
H 1.27 -4.92 1.97
C -0.95 -2.75 3.54
H -0.26 -1.90 3.69
H -1.97 -2.36 3.41
H -0.94 -3.32 4.48
C -1.47 -4.90 2.38
H -1.23 -5.61 1.59
H -1.37 -5.42 3.34
H -2.52 -4.59 2.27
C -1.40 3.68 2.78
H -2.15 4.22 3.38
H -1.21 2.71 3.28
H -0.46 4.26 2.81
C -3.18 2.58 1.40
H -3.70 2.55 0.43
H -2.94 1.55 1.70
H -3.89 2.98 2.14
C -2.36 4.85 0.75
H -3.30 5.16 1.23
H -1.62 5.64 0.95
H -2.55 4.79 -0.33
C 1.37 3.66 -1.51
H 0.62 4.15 -2.15
H 2.32 4.20 -1.66
H 1.52 2.63 -1.85
C 2.11 3.05 0.81
H 2.34 2.03 0.46
H 3.04 3.64 0.70
H 1.88 3.04 1.89
C 0.87 5.20 0.39
H 0.12 5.73 -0.22
H 0.64 5.32 1.46
H 1.84 5.69 0.21
Ba 0.40 0.05 1.46
C -2.01 0.51 3.84
O -2.81 0.36 4.65
N 1.43 0.10 -0.98
C 1.98 0.06 -2.02
C 2.91 -0.03 -3.21
C 2.40 -1.07 -4.19
C 2.99 1.32 -3.91
C 4.30 -0.42 -2.72
H 2.40 -2.07 -3.74
H 1.40 -0.82 -4.55
H 3.07 -1.10 -5.06
H 3.44 2.08 -3.26
H 3.63 1.23 -4.80
H 2.00 1.65 -4.24
H 4.99 -0.46 -3.57
H 4.68 0.32 -2.01
H 4.28 -1.41 -2.24
N 2.74 -0.01 3.07
H 3.43 -0.72 2.79
H 2.51 -0.22 4.05
H 3.24 0.88 3.08



(4)
22
Properties=species:S:1:pos:R:3 method="wB97M-V/def2-TZVPD" homo_ev=-6.874 energy_ha=-797.26288 de_lowest_kcal_mol=129.4
C 1.44 3.30 -0.78
C 1.15 2.01 -1.28
C 1.20 3.55 0.53
C -0.51 -4.18 -0.67
C 0.45 1.17 -0.44
C 0.44 2.70 1.31
C -1.78 -3.51 -0.56
C 0.39 -3.45 0.00
C -0.04 1.53 0.81
C -1.47 -2.42 0.22
C -0.98 0.50 1.49
O -0.15 -2.31 0.49
I -2.14 -0.59 0.14
H 2.10 3.95 -1.33
H 1.60 1.60 -2.15
H 1.72 4.40 0.94
H -0.54 -5.12 -1.19
H 0.06 0.20 -0.82
H 0.01 3.16 2.19
H -2.70 -3.69 -1.11
H 1.46 -3.53 -0.13
H -1.72 0.74 2.36



(5)
7
Properties=species:S:1:pos:R:3 method="wB97M-V/def2-TZVPD" homo_ev="-14.375 / -16.901" s2=2.017 charge=+1 energy_ha=-737.87686 multiplicity=3 de_lowest_kcal_mol=0.0
C 1.47 1.34 -0.04
N 2.99 -0.46 0.34
N 2.45 0.50 0.19
N -0.29 0.50 0.54
O 1.26 2.40 -0.43
Cl -1.33 1.77 0.27
H -0.41 -0.23 -0.17



(6)
85
Properties=species:S:1:pos:R:3 method="wB97M-V/def2-TZVPD" homo_ev="-9.165 / -9.160" s2=2.004 charge=+1 energy_ha=-2253.70170 multiplicity=3 de_lowest_kcal_mol=66.0
Au -2.38 2.07 -2.66
C 1.17 2.43 2.47
C -0.18 2.21 2.88
C 1.10 0.52 3.78
C 1.96 1.38 3.04
C -0.22 1.07 3.73
C 1.70 3.50 1.62
H 0.89 4.17 1.28
H 2.22 3.10 0.73
H 2.43 4.11 2.17
C 3.40 1.18 2.88
H 3.88 2.06 2.42
H 3.60 0.29 2.24
H 3.89 0.99 3.85
C 1.53 -0.73 4.43
H 2.37 -0.54 5.12
H 1.87 -1.44 3.67
H 0.70 -1.18 4.99
C -1.40 0.55 4.44
H -1.42 0.90 5.49
H -1.40 -0.55 4.47
H -2.33 0.89 3.97
C -1.33 3.08 2.53
H -1.47 3.88 3.28
H -2.25 2.49 2.49
H -1.18 3.54 1.56
C -1.84 1.60 -4.77
C -2.31 2.93 -4.63
C -3.70 3.36 -5.00
C -4.81 2.47 -4.39
C -4.42 1.72 -3.13
C -3.85 0.40 -3.09
C -3.50 -0.36 -4.33
C -2.67 0.47 -5.35
H -3.83 3.42 -6.10
H -5.25 1.84 -5.17
H -3.82 4.38 -4.58
H -3.36 0.84 -6.13
H -0.76 1.48 -4.89
H -1.56 3.72 -4.63
H -1.98 -0.24 -5.84
H -2.91 -1.26 -4.05
H -4.01 -0.23 -2.20
H -4.41 -0.76 -4.84
H -5.61 3.16 -4.07
H -4.95 2.12 -2.25
P 0.76 0.87 -0.84
P -1.58 -0.84 0.52
C 0.16 -0.61 -1.82
C -0.77 -1.53 -1.03
H 1.05 -1.21 -2.05
H -0.30 -0.25 -2.75
H -1.58 -1.93 -1.66
H -0.15 -2.37 -0.68
C -0.94 -2.05 1.75
H -0.93 -1.61 2.75
H 0.08 -2.34 1.48
H -1.59 -2.93 1.73
C -3.22 -1.65 0.22
H -3.13 -2.42 -0.55
H -3.94 -0.90 -0.11
H -3.56 -2.10 1.15
C 2.55 0.53 -0.97
H 3.11 1.47 -0.94
H 2.73 0.00 -1.91
H 2.81 -0.11 -0.10
C 0.84 2.27 -2.05
H -0.11 2.82 -2.02
H 1.06 1.92 -3.07
H 1.63 2.98 -1.74
O 1.75 -3.96 2.66
C 3.06 -4.13 2.33
C 3.93 -5.04 2.97
C 5.25 -5.10 2.53
C 5.71 -4.26 1.52
C 4.84 -3.37 0.88
C 3.52 -3.33 1.29
C 2.42 -2.49 0.70
O 2.19 -1.40 1.30
O 1.86 -2.95 -0.32
H 1.52 -4.54 3.40
H 3.55 -5.67 3.76
H 5.94 -5.80 3.00
H 6.76 -4.30 1.19
H 5.14 -2.70 0.07



(7)
90
Properties=species:S:1:pos:R:3 method="wB97M-V/def2-TZVPD" homo_ev="-7.341 / -7.326" s2=0.849 energy_ha=-5024.73405 multiplicity=2 de_lowest_kcal_mol=2.1
Co 0.27 0.27 0.14
O 0.23 -0.80 3.51
C -1.10 -0.93 3.88
C -1.53 -1.70 4.95
C -2.87 -1.68 5.30
C -3.78 -0.91 4.59
C -3.34 -0.19 3.49
C -2.00 -0.21 3.10
P -1.53 0.63 1.56
C -3.03 0.37 0.57
C -3.96 1.37 0.31
C -5.07 1.09 -0.47
C -5.27 -0.18 -0.99
C -4.34 -1.18 -0.73
C -3.23 -0.91 0.05
C -1.46 2.38 2.00
C -1.31 3.32 0.97
C -1.16 4.66 1.27
C -1.13 5.08 2.60
C -1.27 4.15 3.62
C -1.43 2.81 3.32
C 1.07 -1.88 3.66
C 1.49 -2.31 4.92
C 2.32 -3.41 5.02
C 2.75 -4.07 3.88
C 2.39 -3.59 2.64
C 1.56 -2.48 2.51
P 1.42 -1.68 0.86
C 3.21 -1.32 0.70
C 3.67 -0.28 1.51
C 5.01 0.08 1.50
C 5.90 -0.60 0.68
C 5.46 -1.65 -0.10
C 4.12 -2.02 -0.09
C 1.00 -3.12 -0.18
C 1.47 -3.33 -1.48
C 0.99 -4.38 -2.24
C 0.02 -5.23 -1.73
C -0.47 -5.02 -0.45
C 0.01 -3.97 0.31
H -0.84 -2.30 5.52
H -3.20 -2.27 6.14
H -4.82 -0.89 4.88
H -4.06 0.37 2.90
H -3.80 2.37 0.69
H -5.78 1.88 -0.69
H -6.13 -0.38 -1.61
H -4.48 -2.17 -1.14
H -2.50 -1.69 0.23
H -1.33 3.01 -0.07
H -1.05 5.38 0.47
H -1.00 6.12 2.83
H -1.24 4.47 4.65
H -1.54 2.09 4.13
H 1.17 -1.77 5.80
H 2.64 -3.74 6.00
H 3.40 -4.93 3.96
H 2.79 -4.06 1.75
H 2.97 0.28 2.12
H 5.34 0.91 2.12
H 6.94 -0.30 0.66
H 6.15 -2.19 -0.73
H 3.81 -2.86 -0.68
H 2.21 -2.66 -1.91
H 1.38 -4.53 -3.24
H -0.35 -6.05 -2.33
H -1.24 -5.67 -0.05
H -0.38 -3.82 1.31
I 3.31 4.07 1.89
C 3.35 2.94 0.15
C 4.37 3.12 -0.79
C 4.43 2.39 -1.95
I 6.00 2.72 -3.28
C 3.44 1.41 -2.22
C 3.30 0.66 -3.41
C 2.24 -0.19 -3.56
C 1.34 -0.37 -2.51
N 1.48 0.27 -1.37
C 2.46 1.20 -1.23
C 2.36 1.99 -0.03
O 1.38 1.75 0.79
H 5.14 3.86 -0.59
H 4.02 0.80 -4.21
H 2.09 -0.73 -4.49
H 0.49 -1.03 -2.60
F -0.20 2.19 -2.93
B -1.41 1.64 -2.54
F -2.30 2.61 -2.11
F -1.93 0.78 -3.47
F -1.10 0.79 -1.33



(8)
15
Properties=species:S:1:pos:R:3 method="wB97M-V/def2-TZVPD" homo_ev=-8.704 smiles="C=C(C)N.O=BO" energy_ha=-349.23725 de_lowest_kcal_mol=32.2
C -0.58 1.33 0.22
C -0.94 0.05 0.34
C -1.05 -0.94 -0.84
N -1.36 -0.46 1.54
H -0.65 1.94 1.09
H -0.53 1.72 -0.85
H -0.92 -2.02 -0.42
H -1.89 -0.91 -1.45
H -0.20 -0.80 -1.40
H -1.55 0.23 2.24
H -1.35 -1.47 1.85
O 3.27 0.75 -2.08
B 2.94 0.38 -1.01
O 2.81 -0.01 0.19
H 1.99 0.21 0.58